# 1
Entry from OMol25: a single C7H13NO molecule at a distorted geometry (the ωB97M-V functional and the def2-TZVPD basis).

Structure (XYZ):
```
22
C7H13NO | OMol25 | the ωB97M-V functional and the def2-TZVPD basis
C -2.5624 0.8596 -1.4467
C -2.1469 0.4223 -0.2659
C -1.4080 -0.8346 -0.0821
O -2.0925 -1.9440 -0.4284
C -0.1284 -1.0652 0.3091
C 1.0402 -0.1153 0.4399
C 0.6334 1.3632 0.5624
C 1.9562 -0.2862 -0.7808
N 1.8053 -0.5535 1.6188
H -2.3100 0.3295 -2.3523
H -3.2439 1.6926 -1.5321
H -2.4330 0.9382 0.6420
H -1.2887 -2.6036 -0.2369
H 0.0660 -2.0156 0.7996
H 0.1772 1.7335 -0.3522
H -0.0151 1.5257 1.4227
H 1.5194 1.9792 0.7241
H 2.2776 -1.3223 -0.8625
H 1.4230 -0.0056 -1.6861
H 2.8451 0.3368 -0.6784
H 1.2437 -0.4453 2.4570
H 2.6418 0.0107 1.7289
```

The calculation puts the relative energy (zero: lowest compared OMol25 entry of this formula, charge and spin) at 214.6 kJ/mol.


# 2
Entry from OMol25: C7H13NO as an isolated structure at a distorted geometry (the ωB97M-V functional and the def2-TZVPD basis).

Structure (XYZ):
```
22
C7H13NO | OMol25 | the ωB97M-V functional and the def2-TZVPD basis
C 0.4398 0.9627 -1.7401
C -1.6173 -0.2907 -1.2642
C 1.3436 0.8056 1.0231
C -0.6302 -0.6403 1.5368
C 1.1342 -1.4218 -0.0833
C -0.3988 0.4151 -0.7235
C 0.3516 -0.2103 0.4468
N 1.0695 1.4280 -2.5757
O -1.0962 1.9746 -0.0224
H -1.8317 0.0314 -2.2834
H -1.4569 -1.3682 -1.2613
H -2.4731 -0.0613 -0.6335
H 2.0391 1.1453 0.2580
H 1.9099 0.3533 1.8327
H 0.8050 1.6694 1.4055
H -1.2785 -1.4459 1.1980
H -0.0799 -0.9911 2.4071
H -1.2397 0.2109 1.8270
H 1.8173 -1.1249 -0.8755
H 0.4718 -2.1929 -0.4665
H 1.7193 -1.8519 0.7306
H -0.9988 2.6030 -0.7362
```

The calculation puts the relative energy (zero: lowest compared OMol25 entry of this formula, charge and spin) at 157.5 kJ/mol.


# 3
Entry from OMol25: a single C7H13NO molecule at a distorted geometry (the ωB97M-V functional and the def2-TZVPD basis).

Structure (XYZ):
```
22
C7H13NO | OMol25 | the ωB97M-V functional and the def2-TZVPD basis
C -2.8922 0.0856 -0.6333
C -2.1022 0.8425 0.1366
C -0.5718 0.7778 0.1067
C 0.0246 2.0358 -0.4586
C 0.0501 -0.3214 0.5496
N -0.5202 -1.4564 1.1142
C 1.6458 -0.3752 0.4842
C 2.1354 -0.9017 -0.8543
O 2.1096 -1.2520 1.5098
H -2.4831 -0.6375 -1.3339
H -3.9715 0.2097 -0.6224
H -2.5410 1.5935 0.7917
H 1.0914 1.9518 -0.6777
H -0.4657 2.2985 -1.4026
H -0.1112 2.8669 0.2415
H -1.5364 -1.4691 1.0766
H -0.1127 -2.3156 0.7445
H 2.0824 0.6028 0.7034
H 1.7435 -1.9064 -1.0500
H 1.8445 -0.2448 -1.6791
H 3.2280 -0.9875 -0.8554
H 1.3525 -1.3971 2.1085
```

The calculation puts the relative energy (zero: lowest compared OMol25 entry of this formula, charge and spin) at 143.8 kJ/mol.


# 4
Entry from OMol25: a single C7H13NO2 molecule at a distorted geometry (the ωB97M-V functional and the def2-TZVPD basis).

Structure (XYZ):
```
23
C7H13NO2 | OMol25 | the ωB97M-V functional and the def2-TZVPD basis
C -2.3921 0.3791 1.4179
C -1.6228 -0.0287 0.2491
N -2.2566 -0.3493 -0.7913
O -1.3165 -0.8010 -1.7452
C 0.0200 -0.1554 -1.4995
C 1.0538 -1.1712 -1.9339
O 0.0885 1.0134 -2.2400
C -0.1187 0.0919 0.0410
C 0.4502 1.4124 0.3686
C 0.6653 -1.0222 0.7636
H -2.6829 1.4620 1.2285
H -1.7316 0.6734 2.2510
H -3.3222 -0.1174 1.5994
H 1.1201 -1.0872 -3.0743
H 0.8728 -2.0824 -1.5697
H 2.0991 -0.8506 -1.5728
H -0.5876 0.8423 -2.9423
H 1.5219 1.6551 0.0694
H 0.4976 1.7285 1.4588
H -0.0763 2.2809 -0.1232
H 1.7203 -0.8580 0.5319
H 0.3676 -2.0759 0.3007
H 0.5971 -0.7890 1.7835
```

The calculation puts the relative energy (zero: lowest compared OMol25 entry of this formula, charge and spin) at 349.3 kJ/mol.


# 5
Entry from OMol25: a single C7H13NO2S molecule at a distorted geometry (the ωB97M-V functional and the def2-TZVPD basis).

Structure (XYZ):
```
24
C7H13NO2S | OMol25 | the ωB97M-V functional and the def2-TZVPD basis
C 2.3671 1.2749 -0.3154
C 0.0494 -1.1697 1.6488
C 0.7076 -0.0399 1.0207
C -1.4074 -1.2445 1.1171
C 1.8837 0.0099 0.4034
C 3.7690 0.9674 -0.7586
C -3.1421 0.8122 -1.0153
N -1.8272 0.2421 -0.9453
O 1.7152 2.2875 -0.5410
O -2.7217 -2.1805 -0.8583
S -1.4945 -1.4586 -0.6866
H 0.6323 -1.9834 1.4407
H 0.0987 -1.0087 2.6558
H -1.1392 0.3643 -1.6364
H 0.0184 0.6628 0.8602
H -1.9997 -2.1060 1.6344
H -2.0969 -0.3005 1.3118
H 2.5870 -0.7929 0.3448
H 4.1130 1.7650 -1.2759
H 3.8453 0.0248 -1.3712
H 4.3880 0.9762 0.2602
H -3.1393 1.9528 -1.2346
H -3.5634 0.5546 -0.0893
H -3.6433 0.3901 -1.9701
```

The calculation puts the relative energy (zero: lowest compared OMol25 entry of this formula, charge and spin) at 393.2 kJ/mol.


# 6
Entry from OMol25: a single C7H13NO3S molecule at a distorted geometry (the ωB97M-V functional and the def2-TZVPD basis).

Structure (XYZ):
```
25
C7H13NO3S | OMol25 | the ωB97M-V functional and the def2-TZVPD basis
C -0.1778 -3.3307 1.1003
C -0.1558 -2.2805 0.4667
N 0.2796 -1.1900 -0.1598
C 1.6640 -0.8845 0.1559
C 0.1293 -1.4283 -1.6402
C -0.6920 0.1746 0.4259
C -0.3831 1.5781 -0.0375
C -1.2529 2.4866 0.9013
S -2.4810 -0.3985 -0.0915
O -2.6872 0.0668 -1.4789
O -2.3471 -1.8547 0.0194
O -3.2381 0.2305 0.9280
H -0.4292 -4.2687 1.5353
H 2.0161 -0.0261 -0.4661
H 1.7415 -0.6420 1.2548
H 2.2578 -1.9889 0.0371
H -0.9972 -1.4088 -1.8543
H 0.7992 -0.7969 -2.3652
H 0.4174 -2.4465 -1.8234
H -0.4932 -0.0152 1.5131
H -0.5546 1.8569 -0.9895
H 0.6162 1.9733 0.1968
H -0.6507 2.4535 1.8459
H -1.3367 3.4358 0.5644
H -2.0501 1.9047 1.0892
```

The calculation puts the relative energy (zero: lowest compared OMol25 entry of this formula, charge and spin) at 683.8 kJ/mol.


no.,HOMO energy (hartree)
1,-0.307
2,-0.395
3,-0.300
4,-0.343
5,-0.326
6,-0.348